1.
Formula: C13H25ClN5O7PTi
Source: the OMol25 dataset
Level of theory: ωB97M-V/def2-TZVPD

Calculated values
* DFT total energy: -80579.6952 eV
* Kohn-Sham gap (spin up / spin down): 6.7 / 9.2 eV
* expectation value of S²: 2.002
* 2S+1: 3
* total charge: +2

XYZ file:
```
53
Properties=species:S:1:pos:R:3:forces:R:3:lowdin_spin:R:1
Ti -0.641 0.035 -0.049 0.0 0.3 -0.2 1.8161
O -4.171 -0.793 1.038 0.0 0.0 0.0 0.0024
Cl -3.470 0.173 0.291 -0.1 0.0 0.0 0.0027
O -4.291 1.195 -0.239 0.0 0.0 0.0 -0.0010
O -2.394 0.781 1.123 0.2 0.0 0.1 0.0181
O -2.698 -0.469 -0.798 0.1 -0.1 0.0 0.0167
O -0.262 -0.866 -2.077 -0.1 0.1 0.2 0.0216
C -0.468 -2.312 -2.174 0.1 -0.1 0.0 0.0049
C 0.802 -3.017 -1.760 0.0 0.1 0.0 0.0006
C 1.297 -2.626 -0.362 0.0 -0.1 0.0 0.0028
C 0.302 -2.886 0.738 0.0 0.0 0.0 0.0098
C 0.154 -4.148 1.296 0.0 0.0 0.0 -0.0010
C -0.764 -4.344 2.314 0.0 0.0 0.0 0.0098
C -1.505 -3.263 2.770 0.1 0.0 0.0 -0.0005
C -1.309 -2.036 2.171 0.0 -0.1 -0.1 0.0108
N -0.442 -1.846 1.159 -0.1 0.0 0.0 0.0101
H -0.958 -0.453 -2.606 0.0 0.0 0.0 0.0016
H -0.716 -2.553 -3.206 0.0 0.0 0.0 0.0003
H -1.313 -2.583 -1.538 0.0 0.0 0.0 0.0008
H 1.590 -2.808 -2.485 0.0 0.0 0.0 0.0000
H 0.608 -4.091 -1.799 0.0 0.0 0.0 0.0000
H 1.593 -1.574 -0.352 0.0 0.0 0.0 0.0009
H 2.207 -3.192 -0.155 0.0 0.0 0.0 0.0002
H 0.760 -4.967 0.931 0.0 0.0 0.0 -0.0002
H -0.896 -5.325 2.751 0.0 0.0 0.0 0.0005
H -2.228 -3.367 3.565 0.0 0.0 0.0 -0.0002
H -1.881 -1.171 2.478 0.0 0.0 0.0 0.0008
N 2.662 0.648 3.147 0.0 0.0 0.0 0.0005
C 3.117 1.737 2.213 -0.1 0.0 0.0 0.0000
P 2.108 1.506 0.686 0.0 0.0 0.0 0.0058
O 2.745 0.571 -0.274 0.0 0.0 0.0 0.0075
O 0.743 1.180 1.257 -0.1 -0.1 -0.1 0.0289
C 2.091 3.135 -0.174 0.1 0.0 0.0 0.0007
N 1.823 2.791 -1.605 0.1 0.1 0.1 0.0015
H 2.995 -0.266 2.831 0.0 0.0 0.0 0.0001
H 1.631 0.621 3.123 0.0 0.0 0.0 0.0001
H 2.986 0.789 4.106 0.0 0.0 0.0 0.0001
H 4.185 1.639 2.038 0.0 0.0 0.0 0.0000
H 2.901 2.691 2.692 0.0 0.0 0.0 0.0001
H 3.065 3.618 -0.104 0.0 0.0 0.0 0.0000
H 1.318 3.810 0.185 0.0 0.0 0.0 0.0000
H 2.037 3.554 -2.247 0.0 0.0 0.0 0.0002
H 0.815 2.537 -1.679 -0.1 0.0 -0.1 0.0017
H 2.379 1.955 -1.841 0.0 0.0 0.0 0.0003
N -2.676 3.511 -1.567 0.0 0.1 0.0 0.0016
C -2.458 3.029 -2.830 0.0 -0.1 0.0 0.0004
C -1.411 2.174 -2.715 0.0 0.0 0.0 0.0022
N -0.984 2.127 -1.392 0.0 -0.2 0.1 0.0144
C -1.787 2.958 -0.737 0.0 0.0 -0.1 0.0046
H -3.428 4.124 -1.290 0.0 0.0 0.0 0.0001
H -3.057 3.322 -3.674 0.0 0.0 0.0 0.0000
H -0.931 1.608 -3.498 0.0 0.0 0.0 0.0001
H -1.773 3.136 0.325 0.0 0.0 0.0 0.0006
```
Forces are in eV/Å.

2.
Formula: C13H25ClN5O7PTi
Source: the OMol25 dataset
Level of theory: ωB97M-V/def2-TZVPD

Calculated values
* DFT total energy: -80578.0013 eV
* Kohn-Sham gap (spin up / spin down): 8.5 / 8.5 eV
* expectation value of S²: 2.005
* 2S+1: 3
* total charge: +2

XYZ file:
```
53
Properties=species:S:1:pos:R:3:forces:R:3:lowdin_spin:R:1
Ti 0.387 0.407 0.167 -0.4 0.5 0.4 0.9757
O 0.341 -0.170 3.756 0.3 0.0 -0.3 0.0006
Cl 1.327 -0.146 2.721 0.0 0.5 -0.9 0.0013
O 2.633 -0.357 3.201 -0.5 0.0 -0.2 0.0001
O 0.958 -1.111 1.636 0.2 0.4 0.9 0.0140
O 1.238 1.174 1.961 0.2 -0.9 0.8 -0.0004
O -0.527 -0.694 -0.977 0.1 -0.5 -0.2 0.2268
C -0.242 -2.048 -1.426 0.0 0.3 0.2 0.0117
C 0.433 -1.962 -2.776 0.1 -0.1 -0.1 0.0020
C 1.480 -0.841 -2.829 0.0 0.2 0.1 0.0021
C 2.518 -0.820 -1.728 0.1 -0.1 0.0 0.0073
C 3.644 -1.625 -1.849 -0.1 0.1 0.0 -0.0013
C 4.678 -1.525 -0.937 0.1 0.0 0.0 0.0078
C 4.598 -0.556 0.052 -0.1 0.1 -0.2 -0.0010
C 3.449 0.197 0.125 0.1 0.2 0.3 0.0067
N 2.387 0.032 -0.683 0.1 -0.2 -0.4 0.0003
H -1.891 -0.221 -1.049 0.5 -0.5 -0.3 0.2577
H -1.172 -2.616 -1.417 0.0 0.1 -0.1 0.0044
H 0.426 -2.503 -0.685 -0.1 0.1 0.0 0.0039
H -0.298 -1.777 -3.564 0.0 0.0 0.0 0.0002
H 0.893 -2.931 -2.986 0.0 0.0 0.0 0.0005
H 0.971 0.126 -2.843 0.1 -0.1 0.0 0.0003
H 2.030 -0.910 -3.768 -0.1 0.0 0.0 0.0004
H 3.708 -2.303 -2.689 0.0 0.0 0.0 -0.0002
H 5.547 -2.163 -1.021 0.0 0.0 0.0 0.0004
H 5.402 -0.374 0.749 0.0 0.0 0.0 -0.0002
H 3.370 0.986 0.866 -0.1 -0.2 0.0 0.0003
N -1.998 -1.777 3.857 0.0 -0.2 0.3 0.0006
C -2.656 -0.484 3.503 0.0 0.3 0.4 0.0018
P -2.441 -0.313 1.691 0.2 -0.4 -0.6 0.0098
O -2.265 -1.733 1.258 0.1 0.1 0.1 0.0145
O -1.440 0.750 1.283 0.3 -0.1 -0.1 0.0314
C -4.031 0.308 1.052 -0.5 0.3 0.1 0.0092
N -3.896 0.550 -0.410 -0.1 0.3 0.6 0.2232
H -2.000 -2.342 2.980 0.0 0.0 -0.1 0.0004
H -2.492 -2.266 4.607 0.1 0.0 -0.1 0.0000
H -1.020 -1.622 4.136 -0.1 0.0 -0.1 0.0000
H -2.215 0.316 4.094 -0.1 0.0 -0.1 0.0000
H -3.717 -0.573 3.737 0.0 0.1 0.0 0.0001
H -4.320 1.235 1.547 -0.1 0.0 0.0 0.0035
H -4.801 -0.444 1.208 0.0 0.0 0.0 0.0009
H -4.687 0.211 -0.947 0.0 -0.1 -0.2 0.0050
H -2.860 0.108 -0.760 -0.3 -0.4 -0.5 0.1398
H -3.712 1.520 -0.636 -0.3 0.4 0.1 0.0035
N 0.641 4.338 -1.439 -0.1 -0.1 -0.1 0.0074
C -0.100 3.787 -2.459 0.1 0.1 0.1 0.0002
C -0.365 2.515 -2.073 -0.1 -0.2 0.1 0.0069
N 0.200 2.285 -0.827 0.1 0.3 -0.2 0.0032
C 0.802 3.410 -0.489 0.0 0.1 0.2 0.0127
H 1.011 5.276 -1.408 0.0 0.0 0.0 0.0001
H -0.354 4.336 -3.346 0.0 0.0 0.0 -0.0001
H -0.914 1.751 -2.595 0.0 0.0 0.0 0.0039
H 1.340 3.590 0.429 0.0 0.0 0.0 0.0004
```
Forces are in eV/Å.

3.
Formula: C13H25CuN7O2Si
Source: the OMol25 dataset
Level of theory: ωB97M-V/def2-TZVPD

Calculated values
* DFT total energy: -80932.1219 eV
* Kohn-Sham gap: 6.2 eV
* 2S+1: 1
* total charge: -1

XYZ file:
```
49
Properties=species:S:1:pos:R:3:forces:R:3:lowdin_charge:R:1
Cu -0.724 0.273 0.111 -0.2 0.0 -0.3 0.1877
C -1.328 0.740 4.336 0.0 0.0 0.0 -0.0676
N 0.105 0.774 4.078 0.0 -0.1 -0.2 -0.1758
C 0.894 0.268 5.191 0.0 0.0 0.0 -0.0846
C 0.493 0.311 2.804 -0.1 -0.1 0.1 -0.4311
N -0.201 -0.384 2.004 -0.1 0.1 0.1 0.1402
N 1.754 0.802 2.474 0.2 0.2 0.1 0.1174
C 2.526 0.441 1.370 0.0 0.2 0.0 -0.5457
N 3.346 1.498 0.950 0.0 -0.1 0.0 0.1167
N 2.440 -0.704 0.844 0.1 -0.1 0.0 0.1453
H -1.542 1.394 5.182 0.0 0.0 0.0 0.0862
H -1.677 -0.272 4.593 0.0 0.0 0.0 0.0898
H -1.868 1.095 3.458 0.0 0.0 0.0 0.0748
H 0.779 0.927 6.054 0.0 0.0 0.0 0.0792
H 1.947 0.225 4.924 0.0 0.0 0.0 0.0756
H 0.570 -0.740 5.485 0.0 0.0 0.0 0.0854
H -1.090 -0.666 2.407 0.0 0.0 -0.1 0.0566
H 1.889 1.730 2.843 0.1 0.0 0.0 0.1360
H 3.584 2.187 1.646 0.0 0.0 0.0 0.0745
H 4.149 1.195 0.423 0.0 0.0 0.0 0.0852
H 3.026 -0.778 0.017 0.0 0.0 0.0 0.0430
N -3.126 -1.051 0.615 0.0 0.0 -0.1 -0.0019
N -3.995 -0.030 1.057 -0.1 -0.2 0.1 -0.0469
C -3.464 1.290 1.204 0.2 0.1 -0.2 -0.7712
O -4.310 2.183 1.317 -0.1 0.0 0.1 -0.0438
O -2.204 1.389 1.227 0.0 0.1 0.2 -0.1376
H -3.026 -1.055 -0.397 0.0 0.0 0.0 0.0427
H -3.487 -1.946 0.918 0.0 0.0 0.0 0.0689
H -4.901 0.009 0.606 0.1 0.0 0.0 0.1059
C -0.569 1.975 -3.149 0.0 0.1 0.0 -0.2744
Si -0.636 0.336 -2.177 0.1 -0.1 0.2 0.5033
C -2.160 -0.513 -2.989 0.0 -0.1 0.0 -0.2705
C 0.785 -0.683 -2.985 0.1 -0.1 0.0 -0.3003
C 1.374 -1.727 -2.261 0.0 0.0 0.0 -0.1416
C 2.380 -2.522 -2.800 0.0 0.0 0.0 -0.1167
C 2.839 -2.286 -4.090 0.0 0.0 0.0 -0.1307
C 2.279 -1.253 -4.829 0.0 0.0 0.0 -0.1200
C 1.268 -0.471 -4.280 0.0 0.0 0.0 -0.1128
H -0.779 1.825 -4.214 0.0 0.0 0.0 0.0040
H 0.412 2.451 -3.057 0.0 0.0 0.0 0.0105
H -1.309 2.678 -2.759 0.0 0.0 0.0 0.0098
H -2.113 -0.443 -4.081 0.0 0.0 0.0 0.0101
H -3.098 -0.054 -2.660 0.0 0.0 0.0 0.0063
H -2.197 -1.577 -2.732 0.0 0.0 0.0 0.0067
H 1.046 -1.898 -1.241 0.0 0.0 0.0 0.0649
H 2.812 -3.322 -2.208 0.0 0.0 0.0 0.0900
H 3.628 -2.898 -4.513 0.0 0.0 0.0 0.0849
H 2.630 -1.056 -5.836 0.0 0.0 0.0 0.0872
H 0.848 0.330 -4.881 0.0 0.0 0.0 0.0842
```
Forces are in eV/Å.

4.
Formula: C13H25MnNO6
Source: the OMol25 dataset
Level of theory: ωB97M-V/def2-TZVPD

Calculated values
* DFT total energy: -58967.1158 eV
* Kohn-Sham gap (spin up / spin down): 10.1 / 9.5 eV
* expectation value of S²: 1.033
* 2S+1: 2
* total charge: +2

XYZ file:
```
46
Properties=species:S:1:pos:R:3:forces:R:3:lowdin_spin:R:1
Mn -0.735 -0.273 0.159 0.3 -0.4 1.1 0.9666
C -1.306 1.156 2.527 0.0 0.0 0.0 -0.0012
C -2.691 1.127 1.927 0.0 -0.1 0.0 -0.0003
O -2.557 0.676 0.559 0.0 0.3 -0.1 0.0080
C -3.627 -0.175 0.099 0.0 0.0 0.0 -0.0012
C -3.360 -1.587 0.567 0.0 0.0 0.0 0.0006
O -2.015 -1.876 0.151 -0.1 0.0 -0.3 0.0025
C -1.469 -3.112 0.638 0.0 0.0 0.0 0.0005
C 0.014 -3.076 0.327 -0.1 0.0 0.0 0.0013
O 0.574 -1.828 0.786 0.0 -0.1 -0.1 0.0048
C 0.874 -1.800 2.202 -0.1 0.0 0.0 -0.0015
C 0.573 -0.408 2.706 0.0 0.0 -0.1 -0.0005
O -0.759 -0.142 2.237 -0.1 0.0 0.0 0.0046
H -1.342 1.326 3.604 0.0 0.0 0.0 -0.0008
H -0.678 1.920 2.060 0.0 0.0 0.0 -0.0002
H -3.159 2.111 1.940 0.0 0.0 0.0 0.0004
H -3.319 0.424 2.476 0.0 0.0 0.0 -0.0001
H -3.604 -0.118 -0.988 0.0 0.0 0.0 -0.0001
H -4.591 0.194 0.450 0.0 0.0 0.0 0.0000
H -4.056 -2.290 0.105 0.0 0.0 0.0 -0.0001
H -3.421 -1.688 1.654 0.0 0.0 0.0 0.0001
H -1.947 -3.951 0.130 0.0 0.0 0.0 -0.0002
H -1.669 -3.188 1.710 0.0 0.0 0.0 0.0001
H 0.183 -3.102 -0.748 0.0 0.0 0.0 0.0001
H 0.533 -3.920 0.781 0.0 0.0 0.0 0.0002
H 1.916 -2.077 2.361 0.0 0.0 0.0 -0.0003
H 0.233 -2.520 2.713 0.0 0.0 0.0 0.0001
H 1.256 0.330 2.286 0.0 0.0 0.0 0.0001
H 0.610 -0.366 3.795 0.0 0.0 0.0 -0.0003
O -0.395 0.486 -1.713 0.0 -0.1 -0.3 0.0041
C 0.586 1.107 -1.254 -0.1 0.0 -0.1 0.0103
O 0.889 1.019 -0.024 -0.1 0.2 -0.1 0.0005
C 1.402 1.988 -2.177 0.0 0.1 0.1 0.0011
N 2.649 2.420 -1.436 0.0 0.0 0.0 -0.0003
C 3.807 1.672 -2.060 0.0 0.0 0.0 0.0000
C 3.397 1.595 -3.518 0.0 0.0 0.0 0.0001
C 1.896 1.289 -3.458 0.0 0.0 0.0 0.0006
H 0.807 2.878 -2.385 0.0 0.0 0.0 0.0003
H 2.524 2.203 -0.441 0.0 0.0 0.0 -0.0001
H 2.793 3.425 -1.529 0.0 0.0 0.0 0.0000
H 3.836 0.692 -1.585 0.0 0.0 0.0 0.0000
H 4.731 2.205 -1.854 0.0 0.0 0.0 0.0000
H 3.958 0.832 -4.051 0.0 0.0 0.0 0.0000
H 3.586 2.549 -4.014 0.0 0.0 0.0 0.0000
H 1.711 0.219 -3.386 0.0 0.0 0.0 0.0001
H 1.362 1.655 -4.330 0.0 0.0 0.0 0.0000
```
Forces are in eV/Å.

5.
Formula: C13H25N3O3PPbS3
Source: the OMol25 dataset
Level of theory: ωB97M-V/def2-TZVPD

Calculated values
* DFT total energy: -71543.8348 eV
* Kohn-Sham gap (spin up / spin down): 4.4 / 8.0 eV
* expectation value of S²: 0.768
* 2S+1: 2

XYZ file:
```
49
Properties=species:S:1:pos:R:3:forces:R:3:lowdin_spin:R:1
Pb -0.775 1.046 0.454 0.1 0.3 0.3 0.1206
C 4.569 -1.974 -2.844 0.1 0.0 0.0 0.0001
C 3.201 -2.008 -2.210 -0.1 0.1 0.0 0.0008
O 2.707 -0.654 -2.094 0.1 -0.1 0.0 0.0009
P 2.336 -0.058 -0.666 -0.1 0.0 -0.2 0.0031
S 1.927 1.843 -0.855 0.0 0.1 0.0 0.0063
S 0.940 -1.233 0.186 -0.2 -0.1 0.1 0.0347
O 3.714 -0.303 0.100 0.2 -0.1 0.2 0.0019
C 3.843 0.094 1.481 0.1 0.0 -0.2 0.0001
C 4.929 -0.746 2.104 0.1 0.0 0.1 0.0000
H 4.907 -2.990 -3.057 0.0 0.0 0.0 0.0000
H 5.287 -1.497 -2.177 0.0 0.0 0.0 0.0000
H 4.544 -1.414 -3.779 0.0 0.0 0.0 0.0000
H 3.230 -2.476 -1.226 0.0 0.0 0.0 0.0005
H 2.482 -2.552 -2.822 0.0 0.0 0.0 0.0000
H 2.889 -0.045 1.989 0.0 0.0 0.0 0.0002
H 4.088 1.156 1.502 0.0 0.0 0.0 0.0001
H 4.640 -1.798 2.120 0.0 0.0 0.0 0.0000
H 5.109 -0.419 3.130 0.0 0.0 0.0 0.0000
H 5.860 -0.650 1.544 0.0 0.0 0.0 0.0000
O 0.595 0.863 2.721 -0.1 0.0 -0.1 0.0101
C -0.073 1.654 3.714 0.0 0.0 -0.1 0.0270
C -1.570 1.543 3.659 0.1 -0.2 -0.3 0.1376
C -2.324 1.836 4.762 -0.2 -0.1 0.1 0.0202
C -3.726 1.887 4.688 0.1 0.0 -0.1 0.2399
C -4.298 1.580 3.434 0.0 0.0 0.2 0.0351
C -3.507 1.286 2.367 0.3 -0.1 -0.1 0.1323
N -2.118 1.272 2.415 -0.1 0.2 0.0 0.1756
H 0.452 -0.079 2.895 0.0 0.1 0.0 0.0018
H 0.242 2.681 3.502 0.0 0.0 -0.1 0.0103
H 0.293 1.394 4.707 0.0 0.0 0.1 0.0015
H -1.812 2.050 5.694 0.0 0.0 0.0 -0.0040
H -4.330 2.144 5.545 0.0 0.0 0.0 0.0183
H -5.373 1.564 3.300 0.0 0.0 0.0 -0.0028
H -3.955 1.045 1.410 0.1 0.0 0.0 0.0055
C -2.143 1.111 -4.665 0.2 -0.1 0.1 0.0003
N -2.124 0.905 -3.224 -0.3 0.3 0.0 0.0025
C -2.698 -0.146 -2.597 0.4 0.0 0.0 0.0057
S -3.148 -0.029 -0.980 -0.3 -0.2 0.1 0.0091
N -2.841 -1.269 -3.304 -0.5 -0.2 -0.2 0.0034
C -3.539 -2.449 -2.804 0.2 0.1 0.0 0.0003
H -1.630 2.043 -4.881 0.0 0.0 0.0 0.0000
H -3.163 1.166 -5.051 0.0 0.0 -0.1 0.0002
H -1.595 0.326 -5.188 0.0 0.0 0.0 0.0000
H -2.157 1.737 -2.657 0.1 0.0 -0.1 0.0007
H -2.769 -1.188 -4.304 0.1 -0.1 0.0 0.0001
H -3.117 -2.743 -1.847 0.0 0.0 0.0 0.0000
H -3.395 -3.251 -3.523 0.0 0.0 0.0 0.0000
H -4.603 -2.257 -2.670 0.0 0.0 0.0 0.0001
```
Forces are in eV/Å.